C29H35F3N4O2P2Ru as an isolated structure at a distorted geometry, computed with the ωB97M-V functional and the def2-TZVPD basis.

```
76
Properties=species:S:1:pos:R:3:forces:R:3:lowdin_spin:R:1
Ru -0.0424 -2.1642 0.4391 1.57 -0.02 4.93 1.797
C -1.2337 2.5448 4.2133 1.34 1.37 2.20 0.344
C -1.6434 1.7733 3.1905 -1.46 -0.78 -1.88 0.353
C -1.5732 2.1111 1.7240 -0.04 0.18 -0.43 0.051
C -0.4138 1.4156 0.9980 0.13 0.17 -0.50 0.051
C 0.9450 1.4507 1.6283 0.31 -0.98 0.16 0.042
C 1.3930 2.0325 2.7472 -0.01 -1.11 -0.70 0.004
C 0.9730 3.3458 3.2428 -0.66 0.06 0.33 0.012
C 0.0755 3.2163 4.4883 -0.15 0.67 -0.67 0.054
C 1.5274 -2.7455 1.7689 0.49 -1.10 0.39 0.009
H -1.9659 2.7293 5.0025 -0.03 -0.42 0.15 0.025
H -2.3840 0.9819 3.3947 0.52 0.19 0.27 0.022
H -1.5378 3.1944 1.5121 0.12 -0.39 0.45 0.005
H -2.5209 1.7541 1.2659 0.52 0.14 0.28 0.001
H -0.6668 0.3158 0.9836 0.27 0.94 0.11 0.009
H -0.4193 1.7677 -0.0570 -0.10 -0.16 0.50 0.002
H 1.5095 0.5946 1.2230 -0.02 0.13 0.68 0.005
H 2.0424 1.4256 3.3847 0.53 0.49 -0.46 0.000
H 0.4385 3.8810 2.4477 0.28 0.16 0.30 0.000
H 1.8820 3.8925 3.5224 -0.32 0.15 -0.08 0.002
H 0.5914 2.6157 5.2558 -0.26 -0.03 -0.01 0.014
H -0.0709 4.2240 4.9198 -0.30 -0.55 0.13 0.008
H 0.8939 -2.9530 2.6526 -0.44 0.10 -0.44 0.013
H 2.2887 -2.0514 2.1626 -0.47 0.19 -0.71 0.003
H 2.0553 -3.6866 1.4856 -0.60 0.61 -0.07 0.005
P 1.5015 -1.3565 -0.7833 2.56 1.33 -5.13 0.002
P -2.1661 -0.1026 -1.0051 -4.34 2.74 -3.10 0.021
N 2.9958 -0.1215 -1.1473 -0.01 -0.36 1.42 0.042
N 2.2077 -2.4969 -1.9149 -1.35 0.71 1.45 0.001
N -2.2124 1.3066 -2.3207 0.44 -0.80 1.34 0.018
N -3.6593 -0.7567 -1.7529 0.32 -0.86 0.69 0.002
C 0.3760 -0.4007 -1.8832 1.51 -0.02 0.61 0.003
C -0.9342 -1.1511 -1.7465 0.38 -1.15 -0.35 0.043
C 4.1624 -0.0470 -0.4097 -1.68 -0.31 -0.51 0.338
C 5.1253 0.7055 -1.1005 -0.27 0.87 -2.06 0.133
C 4.5295 1.0994 -2.3246 1.46 -0.46 1.83 0.098
C 3.2323 0.5827 -2.3166 -0.75 -0.65 0.82 0.338
C 2.5398 -3.7791 -1.5149 0.22 -0.36 -0.84 0.015
C 3.0183 -4.4520 -2.6192 -0.32 0.40 1.15 0.003
C 2.9709 -3.5721 -3.7270 -0.46 0.99 0.91 0.007
C 2.4500 -2.3707 -3.2716 0.52 -0.76 -0.29 0.009
C -3.0079 2.4493 -2.1759 0.67 0.63 -0.36 0.001
C -2.6242 3.3958 -3.1300 0.29 -1.37 0.66 0.002
C -1.5631 2.8072 -3.9009 -0.40 -0.89 0.91 0.002
C -1.3590 1.5259 -3.3961 0.21 0.78 -0.06 0.001
C -4.7276 -0.1962 -2.4744 -0.16 -0.67 -0.49 0.000
C -5.4798 -1.2292 -3.0353 1.11 0.54 0.95 0.000
C -4.9054 -2.4593 -2.5838 0.68 0.32 0.45 0.000
C -3.8162 -2.1444 -1.7903 -0.59 0.14 -0.56 0.001
H 0.7249 -0.3576 -2.9121 -0.12 -0.12 0.13 0.000
H 0.3637 0.6309 -1.5005 -0.22 -0.29 -0.16 0.001
H -1.2482 -1.5950 -2.6878 -0.12 -0.23 0.00 0.001
H -0.8394 -2.1110 -1.0385 -1.09 0.30 -2.61 0.016
H 4.1905 -0.5298 0.5483 0.28 -0.07 0.27 0.013
H 6.1242 0.9207 -0.7634 0.05 0.02 0.05 0.002
H 4.9705 1.6671 -3.1266 0.02 0.07 0.03 0.000
H 2.4702 0.7141 -3.0573 -0.14 0.05 -0.18 0.012
H 2.3464 -4.0467 -0.4945 0.25 -0.37 0.03 0.003
H 3.3577 -5.4604 -2.5796 0.17 -0.46 -0.21 0.000
H 3.2819 -3.7876 -4.7238 0.03 -0.05 -0.42 0.000
H 2.1930 -1.4823 -3.8071 0.05 0.17 -0.21 0.001
H -3.8203 2.4923 -1.4502 0.44 0.00 -0.14 0.000
H -3.0386 4.3853 -3.2446 -0.09 -0.13 -0.05 0.000
H -1.0081 3.2540 -4.7129 -0.20 -0.07 -0.01 0.000
H -0.6574 0.7671 -3.7347 -0.45 0.36 0.01 0.000
H -4.8774 0.8751 -2.5367 0.17 -0.39 -0.14 0.000
H -6.3210 -1.1235 -3.7102 0.11 0.10 0.30 0.000
H -5.2370 -3.4625 -2.8135 -0.01 0.15 0.04 0.000
H -3.1241 -2.7664 -1.2362 -0.20 -0.17 -0.16 0.001
F -0.8685 -1.5582 6.9203 0.80 0.78 -0.98 0.000
C -0.0267 -0.9567 6.0450 0.54 -0.50 0.91 0.000
F -0.1649 0.4034 6.2163 0.03 -0.64 -0.16 0.003
F 1.2569 -1.2741 6.4472 -1.26 0.47 -0.48 0.000
C -0.2442 -1.4005 4.5324 -0.87 -1.07 1.72 0.001
O -0.9222 -2.4396 4.4499 0.81 1.08 -1.06 0.006
O 0.3202 -0.6601 3.6991 -0.28 0.19 -0.87 0.028
```
Forces are in eV/Å.

## Properties
HOMO energy (spin up / spin down) = -13.0 / -13.0 eV
Net charge = +2
2S+1 = 5
Expectation value of S² = 6.034
Gap between HOMO and LUMO (spin up / spin down) = 4.900 / 3.329 eV

C29H35IrN5O2PS3 as an isolated structure at a distorted geometry, computed with the ωB97M-V functional and the def2-TZVPD basis.

```
76
Properties=species:S:1:pos:R:3:forces:R:3:lowdin_spin:R:1
Ir 0.0902 -0.1873 -0.2502 2.21 -0.03 -0.17 0.170
S 0.8732 -0.4399 -4.6730 -0.06 0.00 -0.02 0.000
C -0.8006 -0.7164 -4.4546 0.06 0.02 -0.16 0.000
C -1.1634 -0.7026 -3.1431 -0.23 -0.12 0.09 -0.001
C -0.0658 -0.4704 -2.2733 -0.87 0.50 1.73 -0.003
C 1.0879 -0.2902 -2.9680 0.41 -0.01 -0.71 0.001
C 2.3262 -0.0156 -2.3045 -0.05 0.00 -0.21 0.001
C 3.5581 0.1952 -2.9223 0.16 -0.03 0.02 0.000
C 4.6681 0.4380 -2.1413 0.02 0.01 -0.06 0.000
C 4.5342 0.4719 -0.7555 -0.11 -0.07 -0.04 0.000
C 3.2840 0.2577 -0.2133 0.25 0.02 0.07 0.001
N 2.2085 0.0240 -0.9704 -1.21 0.31 1.10 0.013
H -1.4342 -0.8558 -5.3194 0.05 -0.04 0.09 0.000
H -2.1769 -0.8612 -2.8096 0.05 0.01 0.01 0.000
H 3.6234 0.1658 -4.0020 0.01 0.00 0.03 0.000
H 5.6363 0.5979 -2.5998 -0.05 0.01 -0.01 0.000
H 5.3803 0.6616 -0.1094 -0.03 -0.04 -0.02 0.000
H 3.1077 0.2677 0.8514 -0.06 -0.05 -0.10 0.000
S -0.2917 2.0882 -0.2639 -0.11 -0.87 -0.91 0.764
N -1.8246 -1.1757 0.0732 0.36 0.46 -0.07 0.004
S -3.3938 -1.3905 0.3630 0.16 0.14 -0.40 0.002
C -4.2359 0.0949 -0.1218 -0.09 -0.03 0.33 0.001
C -5.6191 0.0934 0.0318 -0.03 -0.01 0.06 0.000
C -6.3326 1.2195 -0.3396 0.03 -0.05 0.03 0.001
C -5.6611 2.3317 -0.8383 0.02 0.06 -0.06 0.000
C -4.2813 2.3165 -0.9716 -0.05 0.08 0.00 0.002
C -3.5556 1.1888 -0.6069 -0.10 -0.02 -0.09 0.015
C -3.9966 -2.4818 -0.9370 -0.01 0.02 0.09 0.000
C -4.4084 -2.0344 -2.1845 -0.05 -0.04 -0.09 0.000
C -4.8262 -2.9639 -3.1246 0.02 0.01 0.01 0.000
C -4.8153 -4.3215 -2.8208 -0.03 0.01 -0.01 0.000
C -4.3952 -4.7584 -1.5725 0.05 -0.01 -0.03 0.000
C -3.9872 -3.8335 -0.6208 -0.02 0.02 0.04 0.000
H -1.3793 -2.0155 0.4173 -0.29 -0.19 0.24 0.000
H -6.1272 -0.7787 0.4295 0.00 0.05 -0.03 0.000
H -7.4099 1.2328 -0.2374 0.03 0.00 0.01 0.000
H -6.2215 3.2139 -1.1237 0.03 -0.05 0.01 0.000
H -3.7585 3.1821 -1.3605 0.00 -0.05 0.03 0.000
H -2.4864 1.1592 -0.7049 0.18 0.04 -0.11 0.016
H -4.4149 -0.9763 -2.4194 -0.06 -0.05 0.03 0.000
H -5.1723 -2.6269 -4.0940 0.04 -0.02 0.03 0.000
H -5.1490 -5.0394 -3.5607 0.03 0.03 0.05 0.000
H -4.3902 -5.8151 -1.3378 -0.02 0.03 0.00 0.000
H -3.6725 -4.1560 0.3676 -0.04 -0.01 -0.07 0.000
N 2.4467 -0.7756 4.5245 0.00 0.08 -0.17 0.000
C 3.0262 0.4074 3.8704 -0.36 -0.28 0.09 0.000
P 1.6269 1.1760 2.9897 -0.63 -0.06 -0.23 0.000
O 0.5547 1.5827 3.9599 0.17 0.01 0.01 0.000
O 1.2308 0.3483 1.7863 0.05 -0.05 0.50 0.000
C 2.2171 2.8407 2.3824 -0.12 -0.16 0.07 0.002
N 0.9201 3.5884 2.2847 0.13 -0.30 0.27 -0.001
H 1.6995 -0.4869 5.1459 0.03 0.00 0.05 0.000
H 3.1332 -1.2836 5.0643 0.07 0.05 0.03 0.000
H 1.3846 -1.8550 2.6477 0.11 0.10 0.00 0.000
H 3.7809 0.0876 3.1490 0.06 0.04 0.03 0.000
H 3.4682 1.1220 4.5730 0.04 0.10 -0.11 0.000
H 2.7135 2.8020 1.4165 -0.07 0.11 -0.07 0.002
H 2.8508 3.3240 3.1226 0.00 0.03 0.00 0.000
H 0.9927 4.5962 2.3597 0.07 0.09 -0.03 0.000
H 0.3453 3.1735 3.0592 0.04 0.14 0.07 0.000
H 0.4497 3.2974 1.4044 -0.09 -0.09 -0.22 0.008
C -0.6917 -2.1448 2.8711 -0.02 -0.08 -0.08 0.000
C 0.6231 -2.4854 2.1782 0.01 0.14 0.31 0.000
C 1.0856 -3.8928 2.3013 -0.06 0.00 -0.04 0.001
C 1.4164 -4.3429 1.0862 0.05 -0.12 -0.04 0.000
C 1.1343 -3.2629 0.1427 -0.13 -0.08 -0.01 0.001
C 1.3537 -3.3430 -1.3298 0.03 0.01 0.14 0.001
N 0.6557 -2.2184 0.7433 -0.03 0.21 -1.23 -0.003
H -0.5885 -2.3199 3.9434 0.00 0.00 -0.07 0.000
H -1.5110 -2.7682 2.4997 0.02 0.03 0.07 0.000
H -0.9325 -1.0945 2.7125 0.00 -0.02 0.04 0.000
H 1.1445 -4.4184 3.2467 0.04 0.05 -0.11 0.000
H 1.8120 -5.3129 0.8148 -0.03 0.10 0.02 0.000
H 1.3088 -4.3758 -1.6707 0.03 -0.01 0.00 0.000
H 2.3441 -2.9440 -1.5695 -0.03 -0.06 -0.02 0.000
H 0.6169 -2.7444 -1.8624 0.03 -0.05 0.01 0.000
```
Forces are in eV/Å.

## Properties
HOMO energy (spin up / spin down) = -10.0 / -9.8 eV
Net charge = +1
2S+1 = 2
Expectation value of S² = 0.755
Gap between HOMO and LUMO (spin up / spin down) = 7.704 / 6.201 eV

C29H35O3SiSn as an isolated structure at a distorted geometry, computed with the ωB97M-V functional and the def2-TZVPD basis.

```
69
Properties=species:S:1:pos:R:3:forces:R:3:nbo_charge:R:1
Sn 12.4717 11.2456 10.8109 0.10 0.52 0.19 0.762
C 12.6897 11.4654 15.0593 -0.48 -0.88 -1.95 -0.250
O 11.6427 11.3677 14.0437 0.77 0.31 1.46 -0.533
C 10.4912 10.6865 14.5037 0.75 -0.35 0.12 -0.077
C 9.2517 11.3269 13.9967 0.07 0.89 -1.31 -0.081
O 9.3480 11.3063 12.5635 -1.18 -0.11 -0.08 -0.536
C 8.1473 10.9661 11.7976 1.03 -0.35 1.32 -0.077
C 7.8011 9.4668 11.8470 1.03 0.28 0.69 -0.092
O 9.0539 8.7989 11.7075 -0.50 -1.27 -0.05 -0.538
C 8.9269 7.3714 11.8564 -0.54 0.54 0.41 -0.252
H 12.3413 11.9496 15.9512 -0.24 0.44 0.48 0.162
H 13.0298 10.4524 15.3019 0.08 0.06 0.13 0.167
H 13.5231 12.0053 14.5900 -0.34 -0.05 0.22 0.198
H 10.4721 9.6387 14.1475 0.27 0.28 0.04 0.181
H 10.4492 10.6669 15.5944 0.07 0.03 0.27 0.154
H 8.4827 10.6531 14.3405 -0.91 0.14 0.22 0.164
H 9.1350 12.3969 14.3658 -0.06 -1.23 -0.34 0.172
H 7.3092 11.5275 12.2117 -0.21 0.25 -0.39 0.162
H 8.4125 11.2162 10.7818 -0.12 0.35 -0.26 0.222
H 7.4004 9.2064 12.8722 -0.12 0.07 -1.05 0.147
H 7.0977 9.2385 11.0083 0.29 -0.05 0.74 0.188
H 9.8934 6.9323 12.1273 0.02 0.36 -0.35 0.190
H 8.2658 7.1703 12.7443 0.22 -0.05 -0.86 0.153
H 8.5413 6.8917 10.9251 0.12 0.31 0.69 0.183
C 16.0156 12.0397 11.2106 0.39 0.39 0.17 -1.114
Si 15.0146 10.8427 10.1410 -1.21 0.92 -0.50 1.005
C 15.3625 10.9089 8.2747 0.69 1.33 0.57 -1.094
C 15.1940 9.1623 10.8724 0.52 -0.67 0.55 -0.456
C 14.4513 8.1537 10.2415 -0.16 -0.80 -0.42 -0.215
C 14.1873 6.9627 10.9188 -0.29 0.54 0.63 -0.219
C 14.7174 6.7405 12.1938 -0.29 -0.01 -0.56 -0.228
C 15.4825 7.7118 12.8166 0.41 -0.03 0.36 -0.223
C 15.7252 8.9187 12.1714 -0.61 -0.25 -1.20 -0.227
H 17.0237 11.5917 11.2106 -0.03 0.42 0.46 0.218
H 15.5841 12.0741 12.2464 0.49 -0.19 -0.83 0.235
H 16.1087 13.1004 10.8705 -0.19 -0.89 0.04 0.238
H 14.5035 10.7227 7.6514 -0.40 -0.45 -0.01 0.259
H 16.2122 10.2909 8.0132 0.18 -0.18 -0.33 0.220
H 15.6200 11.9741 8.0469 0.03 -0.69 0.16 0.231
H 14.0768 8.2526 9.1892 0.14 0.27 1.17 0.227
H 13.3870 6.2989 10.6129 0.43 -0.27 -0.61 0.209
H 14.4992 5.7817 12.6398 0.00 0.05 0.41 0.200
H 15.8771 7.5348 13.8244 -0.06 0.05 -0.41 0.202
H 16.3457 9.6787 12.6134 -0.01 0.17 0.32 0.206
C 11.5907 10.9882 8.9709 1.17 0.07 0.47 -0.834
C 10.7159 10.9426 8.1201 -0.63 -0.52 -0.04 0.196
C 9.6633 10.8618 7.2449 -0.31 -1.57 -0.93 -0.417
C 9.0209 12.0536 6.8504 0.61 -0.38 0.08 0.007
C 8.3503 12.1277 5.6456 -0.96 0.30 -0.89 -0.260
C 7.6298 13.2715 5.3399 -0.13 -1.20 -1.43 -0.212
C 7.7001 14.3768 6.1158 -0.34 1.92 0.62 -0.307
C 8.5684 14.3683 7.2258 -1.32 0.67 -0.01 -0.192
C 9.1732 13.2082 7.6197 -0.13 0.60 0.08 -0.253
C 9.2494 9.5327 6.7283 -1.04 2.10 0.94 0.012
C 7.8625 9.2628 6.4272 0.39 0.59 -0.54 -0.185
C 7.4333 7.9744 6.2321 0.70 0.50 0.17 -0.247
C 8.3382 6.9400 6.3338 -0.44 -2.36 -0.32 -0.293
C 9.6669 7.2062 6.5587 1.32 -0.12 0.65 -0.193
C 10.1480 8.4956 6.7998 -0.51 -1.12 -0.16 -0.264
H 8.3316 11.2953 4.9386 0.08 0.22 0.39 0.207
H 7.0364 13.2637 4.4242 0.01 0.12 0.17 0.188
H 7.0485 15.2475 5.8731 0.81 -0.55 0.30 0.190
H 8.5796 15.2726 7.8274 0.34 -0.11 0.11 0.190
H 9.7421 13.1285 8.5312 0.16 0.20 0.12 0.220
H 7.1265 10.0725 6.2779 0.68 -0.41 0.45 0.206
H 6.4260 7.7470 5.9979 -0.97 -0.01 -0.11 0.193
H 7.9551 5.8754 6.2428 0.71 1.35 0.00 0.190
H 10.3984 6.4069 6.6491 -0.23 -0.20 -0.09 0.190
H 11.1548 8.7128 7.1536 -0.12 -0.27 -0.32 0.225
```
Forces are in eV/Å.

## Properties
HOMO energy (spin up / spin down) = -2.1 / -2.1 eV
Net charge = -1
Gap between HOMO and LUMO (spin up / spin down) = 4.426 / 4.425 eV

Relative energy (zero: lowest compared OMol25 entry of this formula, charge and spin) across the listed records, respectively: 653.9, 157.2, 0.0 kJ/mol.